(1)
This record from the OMol25 dataset describes a molecular structure, C17H26F6IrN2P2Se2SiTe2 at a distorted geometry. The level of theory is wB97M-V/def2-TZVPD.

XYZ file:
```
59
C17H26F6IrN2P2Se2SiTe2 wB97M-V/def2-TZVPD
F -0.477 -3.394 2.860
H 4.350 -0.212 0.400
H 1.513 -1.673 -4.329
F -1.274 -3.681 0.748
H 1.754 2.950 -1.900
H 4.773 -2.567 -3.592
Te 0.721 1.413 3.460
C 0.887 -2.553 -4.176
H -1.900 4.127 -1.301
F -2.731 -3.094 2.426
P 2.635 0.943 -0.881
Te 1.041 -1.237 4.026
H 2.437 3.267 -0.300
N -0.124 -0.878 -2.002
H -2.228 -3.116 -3.202
H 0.132 -2.571 -4.964
H 0.874 -3.899 -0.494
H 3.986 -1.549 -1.497
H 3.526 3.062 -1.692
Se 3.289 -1.640 3.389
C -2.336 1.149 -4.107
F -2.150 -1.564 0.790
N -0.598 1.308 -1.995
C 3.476 0.291 -4.846
C 4.158 0.821 0.120
C -1.675 0.015 -3.697
Si 0.099 -2.550 -2.444
C 1.355 -3.226 -1.203
C 2.591 2.734 -1.238
C -1.243 2.405 -2.388
F -1.388 -1.317 2.942
H 1.804 -2.413 -0.629
H 2.155 -3.777 -1.700
H 1.513 -3.439 -4.303
C -0.804 0.108 -2.594
C -2.131 2.363 -3.451
H -3.037 1.100 -4.931
C -0.967 3.683 -1.649
H 4.413 -1.414 -5.745
H 2.535 1.832 -3.703
H 4.038 1.400 1.035
C 3.031 0.872 -3.667
C -1.521 -3.514 -2.473
H -0.329 3.493 -0.789
H 3.341 0.811 -5.785
C 4.278 -1.605 -3.612
H -0.482 4.403 -2.311
P -1.383 -2.515 1.829
Ir 0.490 0.159 -0.245
Se -0.736 1.507 1.463
H -1.336 -4.562 -2.718
C 3.215 0.221 -2.450
H -1.998 -3.481 -1.494
H -1.821 -0.944 -4.175
C 3.837 -1.027 -2.434
C 4.092 -0.951 -4.822
H -2.656 3.258 -3.754
H 4.999 1.210 -0.454
F 0.073 -1.871 1.240
```

Values from the calculation:
2S+1: 2
E: -211916.4658 eV
relative energy (zero: lowest compared OMol25 entry of this formula, charge and spin): 367.6 kJ/mol
F_max: 2.1 eV Å⁻¹

Results of the Mulliken charge analysis, in e, for atoms 1 through 8: atom 1 (F): -0.39, atom 2 (H): 0.33, atom 3 (H): 0.12, atom 4 (F): -0.39, atom 5 (H): 0.16, atom 6 (H): 0.40, atom 7 (Te): -0.03, atom 8 (C): -1.01



(2)
This record from the OMol25 dataset describes a molecular structure, C17H26FNOS at a distorted geometry. The level of theory is wB97M-V/def2-TZVPD.

XYZ file:
```
47
C17H26FNOS wB97M-V/def2-TZVPD
C 1.269 1.864 -2.083
C -0.108 -1.585 -4.344
H -1.031 -2.335 3.956
H 0.240 -3.088 2.872
C 0.833 -1.602 -3.493
H 0.380 -0.009 -0.167
C -0.688 -2.525 2.763
C 0.722 0.722 0.060
H 2.457 1.706 -2.019
C -1.735 -5.110 3.530
F -0.259 -2.695 -5.075
H -2.551 -5.840 3.341
C -0.316 0.833 -3.767
C 0.949 2.060 2.343
H -1.279 2.895 -1.515
H 1.981 0.720 0.200
H 1.442 -2.664 -3.407
C 0.323 -0.375 2.340
H 1.081 2.729 -2.471
H 0.574 2.036 3.247
H 0.999 4.136 1.960
C 0.460 1.841 -0.682
N 0.231 0.697 1.386
H -1.596 2.255 0.060
C -0.541 -1.298 1.845
H 1.859 1.708 2.321
H 1.266 -0.847 2.071
H -1.742 -0.206 -5.214
H -0.412 3.397 1.547
H -0.860 1.512 -3.960
H -1.837 -0.872 1.842
H 2.260 -0.761 -2.207
H 2.091 3.088 -0.068
O -1.981 0.760 -1.297
C 0.772 0.646 -2.808
H -1.693 0.170 -0.386
S -2.161 -3.606 2.312
C 1.267 -0.660 -2.781
H 0.235 -0.030 3.369
H -0.872 -5.593 3.503
H -2.019 -4.697 4.601
C -0.917 1.964 -0.891
H 0.765 4.017 -0.622
C 0.692 3.285 1.472
C 0.854 3.257 0.033
C -0.746 -0.198 -4.477
H -0.657 -1.703 0.760
```

Values from the calculation:
E: -35125.5466 eV
relative energy (zero: lowest compared OMol25 entry of this formula, charge and spin): 1542.5 kJ/mol
F_max: 19.2 eV Å⁻¹

Results of the Mulliken charge analysis, in e, for atoms 1 through 8: atom 1 (C): -1.67, atom 2 (C): 0.34, atom 3 (H): 0.31, atom 4 (H): 0.49, atom 5 (C): -0.17, atom 6 (H): 3.10, atom 7 (C): -0.80, atom 8 (C): -5.19



(3)
This record from the OMol25 dataset describes a molecular structure, C17H26GeN2O6PtSSe at a distorted geometry. The level of theory is wB97M-V/def2-TZVPD.

XYZ file:
```
55
C17H26GeN2O6PtSSe wB97M-V/def2-TZVPD
C 3.893 0.144 -1.182
H 7.141 0.900 -2.198
O -2.008 -2.360 6.031
H 4.309 -0.857 -1.111
O -0.283 2.081 -0.289
C -1.234 -1.957 3.401
H -2.611 -6.294 -0.981
H 3.542 -1.237 1.546
C 2.655 -1.385 0.929
H 5.027 3.271 -2.550
C -2.059 -3.668 0.976
H -3.180 -7.170 1.100
C 7.031 1.045 -1.124
H -2.329 -4.202 -2.342
Se 2.267 0.270 -0.115
C -2.371 -4.334 -0.186
C -0.834 -1.094 4.397
H 5.710 2.544 1.712
H 5.488 0.791 1.789
O -0.746 3.121 -2.486
H -1.287 -1.932 -2.318
C -1.142 -1.579 2.063
H 2.814 -2.222 0.251
H -0.019 0.861 4.789
C -1.526 -2.463 -1.405
Ge 5.186 1.587 -0.633
C -3.011 -5.691 -0.158
C -0.338 0.161 4.030
H -0.995 -0.592 6.459
O -2.760 -6.305 1.090
H 3.549 3.245 -1.584
H -2.075 -2.577 6.964
Pt -0.655 0.074 -0.200
H 4.979 4.128 -0.999
H 3.588 0.361 -2.203
N -0.669 -0.347 1.734
H -2.257 -4.133 1.931
C -0.279 0.491 2.698
N -1.233 -1.813 -0.274
S -0.086 2.053 -1.809
H 4.081 1.854 1.647
H -4.090 -5.572 -0.321
H 0.083 1.454 2.359
H 1.801 -1.600 1.571
C 5.114 1.711 1.337
C -0.906 -1.492 5.842
C -2.093 -3.713 -1.408
H 7.315 0.124 -0.615
H 0.030 -1.994 6.119
C 4.636 3.241 -1.533
H -1.632 -2.930 3.652
O 1.352 2.030 -2.090
H 7.720 1.832 -0.813
C -1.491 -2.396 0.926
O -0.678 0.683 -2.142
```

Values from the calculation:
E: -169260.2102 eV
relative energy (zero: lowest compared OMol25 entry of this formula, charge and spin): 55.3 kJ/mol
F_max: 3.5 eV Å⁻¹

Results of the Mulliken charge analysis, in e, for atoms 1 through 8: atom 1 (C): -1.08, atom 2 (H): 0.37, atom 3 (O): -0.52, atom 4 (H): 0.52, atom 5 (O): -0.61, atom 6 (C): -0.49, atom 7 (H): 0.34, atom 8 (H): 0.34



(4)
This record from the OMol25 dataset describes a single C17H26N2O3S molecule. The level of theory is wB97M-V/def2-TZVPD.

XYZ file:
```
49
C17H26N2O3S wB97M-V/def2-TZVPD
H -1.084 3.675 0.737
C 0.306 -0.119 3.006
C -0.130 0.037 -1.513
H 0.847 -0.045 -3.437
H 0.398 -2.440 -2.942
H 2.590 -3.028 2.447
H -1.111 -0.202 -1.097
C -0.562 -2.381 -3.452
O -0.622 -1.805 0.539
H -2.851 -0.441 -4.402
C 1.125 2.182 3.507
H -0.468 -2.882 -4.425
C -0.498 1.900 1.770
H -3.168 -2.787 -4.226
C -0.176 0.031 -3.058
H -0.144 5.828 1.093
H -0.442 -0.640 2.415
H -0.582 0.991 -3.389
C 0.489 -1.747 0.039
C 0.367 4.097 2.252
O 2.343 -0.033 1.253
H -1.620 -2.762 -1.601
H -0.025 6.114 2.832
C 0.289 1.349 2.771
H 0.820 -2.827 2.532
C -1.705 -3.014 -2.658
C 0.411 5.573 1.992
C 1.160 3.538 3.248
C -2.405 -0.892 -3.509
H 1.767 -0.797 -1.209
N 0.794 -0.945 -0.991
C -2.915 -2.317 -3.275
H 2.567 -2.345 0.066
S 1.950 -0.723 2.456
C 1.732 -2.505 2.036
N -0.958 -0.997 -3.696
H 1.757 1.754 4.270
H -1.741 -4.097 -2.761
C 1.626 -2.637 0.529
C -0.461 3.260 1.518
H -1.146 1.260 1.191
H -3.793 -2.337 -2.631
H -2.652 -0.255 -2.652
H 1.440 5.910 1.878
H 1.397 -3.672 0.260
H 0.169 1.032 -1.166
H 1.816 4.175 3.824
H 0.247 -0.389 4.057
O 2.853 -0.643 3.574
```

Values from the calculation:
SMILES: Cc1ccc(CS(=O)(=O)CCC(=O)NCCN2CCCC2)cc1
E: -38009.0282 eV
relative energy (zero: lowest compared OMol25 entry of this formula, charge and spin): 143.5 kJ/mol
F_max: 0.8 eV Å⁻¹

Results of the Mulliken charge analysis, in e, for atoms 1 through 8: atom 1 (H): 0.32, atom 2 (C): -1.11, atom 3 (C): -0.45, atom 4 (H): 0.41, atom 5 (H): 0.27, atom 6 (H): 0.51, atom 7 (H): 0.44, atom 8 (C): -0.74



(5)
This record from the OMol25 dataset describes a single C17H26N2O4 molecule. The level of theory is wB97M-V/def2-TZVPD.

XYZ file:
```
49
C17H26N2O4 wB97M-V/def2-TZVPD
H 0.434 -2.511 1.901
H -3.830 1.213 -0.982
H -4.266 2.864 -1.426
H 1.372 0.805 -1.520
H -1.364 0.770 -4.004
H 4.294 -1.458 -0.298
H 0.446 1.840 3.230
N 1.063 -1.930 0.012
H 1.364 -0.015 -3.115
C 0.055 0.915 2.792
N -0.513 0.222 -2.195
H -1.494 1.982 -0.476
C 1.288 -2.661 1.243
O -3.272 -0.985 -1.106
C -2.149 2.579 -1.116
H 1.961 -1.544 -1.826
H -0.416 -0.049 4.654
C -2.132 -1.045 -0.691
C 1.847 0.205 1.432
H -1.741 0.895 3.954
C -1.590 0.855 -2.935
O 1.158 0.036 2.548
C -0.815 -0.644 -1.223
H 3.403 -2.864 1.735
H -2.511 0.309 -2.732
H -1.959 3.629 -0.882
C -0.156 -1.433 -0.254
H -0.873 2.892 -2.815
H 2.607 -2.915 -0.919
O 1.633 1.081 0.627
H 1.365 -3.733 1.020
C 2.586 -2.161 1.905
C 0.831 0.679 -2.457
C -0.917 0.223 3.729
C 2.976 -0.814 1.294
C 2.230 -1.888 -0.831
H -2.577 2.727 -3.221
C 3.313 -0.996 -0.189
H -3.824 2.480 0.238
H -1.314 -0.676 3.264
H 3.344 -0.015 -0.666
H 2.441 -2.062 2.979
O -1.704 -2.115 1.558
C -1.417 -1.690 0.454
C -3.606 2.261 -0.805
H 0.791 1.644 -2.957
C -1.784 2.336 -2.581
H -0.420 1.159 1.836
H 3.840 -0.396 1.822
```

Values from the calculation:
SMILES: CCCCN(C)c1c(N2CCC(C(=O)OCC)CC2)c(=O)c1=O
E: -29220.6028 eV
relative energy (zero: lowest compared OMol25 entry of this formula, charge and spin): 272.5 kJ/mol
F_max: 0.9 eV Å⁻¹

Results of the Mulliken charge analysis, in e, for atoms 1 through 8: atom 1 (H): 0.19, atom 2 (H): 0.32, atom 3 (H): 0.36, atom 4 (H): 0.18, atom 5 (H): 0.32, atom 6 (H): 0.51, atom 7 (H): 0.39, atom 8 (N): -0.05



(6)
This record from the OMol25 dataset describes a molecular structure, C17H26N4O3S2 at a distorted geometry. The level of theory is wB97M-V/def2-TZVPD.

XYZ file:
```
52
C17H26N4O3S2 wB97M-V/def2-TZVPD
H 5.120 -2.711 -0.270
C -2.900 0.322 -0.299
C -2.113 -1.921 1.771
C -3.593 3.014 0.273
H 2.493 -0.019 1.775
H 2.522 -1.723 -1.545
S -2.487 -1.364 -0.739
C 4.904 2.353 0.390
C -2.245 2.618 0.255
C 3.502 -0.467 -0.089
H 4.134 -1.185 -2.008
H 2.011 0.858 -0.898
H 3.501 -3.335 0.067
H 2.923 2.014 1.129
H 4.219 -3.565 -1.522
H -2.777 -2.792 1.776
H -1.370 -2.025 2.560
N -1.168 3.372 0.486
H 2.993 2.985 -0.339
C 3.086 0.877 -0.702
C -0.503 -2.830 0.182
N -1.437 -1.772 0.504
O -3.698 -2.135 -0.699
C 3.534 -1.553 -1.172
H 5.226 3.396 -1.475
N -0.567 1.063 -0.002
C 0.873 -2.572 0.799
H -5.592 2.345 0.020
H 3.581 0.991 -1.667
H 3.036 -1.701 1.628
H 6.708 2.889 -0.663
C 3.412 2.103 0.156
C -4.549 2.070 0.013
H 4.515 -0.370 0.313
H -0.863 -3.814 0.506
H -3.841 4.041 0.488
H 5.344 1.512 0.927
C 4.128 -2.871 -0.689
C -4.203 0.734 -0.273
C 2.592 -0.864 1.086
N 1.280 -1.301 0.674
C 5.686 2.598 -0.895
H -4.967 0.000 -0.479
O 1.519 -3.454 1.329
S 0.140 2.464 0.351
H 5.000 3.232 1.033
H 0.651 -0.638 0.236
H -2.708 -1.026 1.948
C -1.887 1.251 -0.036
H 5.723 1.702 -1.508
O -1.734 -1.346 -1.956
H -0.392 -2.837 -0.905
```

Values from the calculation:
E: -51824.5482 eV
relative energy (zero: lowest compared OMol25 entry of this formula, charge and spin): 26.5 kJ/mol
F_max: 1.3 eV Å⁻¹

Results of the Mulliken charge analysis, in e, for atoms 1 through 8: atom 1 (H): 0.34, atom 2 (C): -0.31, atom 3 (C): -1.10, atom 4 (C): -0.71, atom 5 (H): 0.35, atom 6 (H): 0.20, atom 7 (S): 1.59, atom 8 (C): -0.62



(7)
This record from the OMol25 dataset describes a molecular structure, C17H26N5OS2Tb. The level of theory is wB97M-V/def2-TZVPD.

XYZ file:
```
52
C17H26N5OS2Tb wB97M-V/def2-TZVPD
S 2.331 0.708 2.063
C 5.017 0.881 1.766
H -0.943 1.946 -1.663
H 2.015 -0.554 -6.203
C 1.474 -0.992 -3.609
C -1.084 -0.773 -3.602
C -0.953 0.713 -3.300
S 2.301 1.374 -1.243
C 3.759 0.982 1.069
H -1.054 -3.291 0.575
H 2.384 0.813 -4.283
H -1.533 3.848 1.845
C 0.199 -1.385 3.083
H -0.768 -2.361 -1.544
N 1.273 0.066 -5.875
C 1.412 0.330 -4.367
O -0.285 2.377 1.051
H -2.482 0.449 2.113
H 1.346 0.932 -6.408
H 0.968 -1.405 3.842
N 0.103 -1.881 -1.745
C 3.753 1.216 -0.253
H 0.447 2.624 1.631
C 0.126 -1.623 -3.214
C -1.837 -1.375 1.176
H -2.006 3.193 0.272
H 0.795 2.000 -3.200
H -1.803 1.216 -3.757
H 2.099 -1.708 -4.149
H -1.986 -1.175 -3.129
H -1.994 0.734 -1.557
N 5.905 1.396 -1.685
N -1.038 0.946 -1.827
C -1.734 -0.331 2.096
H -0.671 0.440 3.801
H 0.821 -2.573 -1.539
C -0.719 -0.339 3.052
C 0.101 -2.430 2.162
C 4.974 1.341 -1.008
C -1.163 3.512 0.880
Tb 0.504 0.095 0.240
N 6.012 0.803 2.340
C 0.327 1.321 -3.912
H 0.042 1.954 -4.759
H -1.271 -0.890 -4.675
H 0.022 -2.578 -3.728
H 0.780 -3.270 2.228
H 0.383 -0.367 -6.115
C -0.922 -2.430 1.219
H -0.634 4.319 0.379
H -2.681 -1.416 0.500
H 2.023 -0.748 -2.705
```

Values from the calculation:
charge: +2
2S+1: 7
E: -71641.0731 eV
relative energy (zero: lowest compared OMol25 entry of this formula, charge and spin): 76.0 kJ/mol
F_max: 0.5 eV Å⁻¹

Results of the Mulliken charge analysis, in e, for atoms 1 through 8: atom 1 (S): -0.37, atom 2 (C): -0.28, atom 3 (H): 0.20, atom 4 (H): 0.40, atom 5 (C): -0.97, atom 6 (C): -1.65, atom 7 (C): 0.41, atom 8 (S): -0.25



(8)
This record from the OMol25 dataset describes a molecular structure, C17H26N7OTc. The level of theory is wB97M-V/def2-TZVPD.

XYZ file:
```
52
C17H26N7OTc wB97M-V/def2-TZVPD
H 0.048 3.290 -1.158
C 1.080 -0.981 -2.513
H 2.483 1.264 2.607
H 2.000 -2.060 0.166
N -1.397 -1.041 0.384
H -2.157 2.378 -2.302
C 1.008 -2.232 -1.625
H 3.659 2.592 2.516
C -2.682 1.015 0.326
H 1.180 5.585 -0.294
H 0.309 1.925 -2.643
C 2.577 0.323 -0.086
H 0.780 -1.237 -3.533
H 1.786 -2.952 -1.877
N 0.456 0.031 2.224
H 0.231 -3.836 0.235
H 3.209 -0.551 -0.278
C 2.600 2.338 2.593
H -2.049 -4.130 1.515
O -0.695 -0.556 4.214
H 0.050 -2.726 -1.804
C -3.668 -1.194 1.063
C -2.593 -0.476 0.570
H 3.157 1.244 -0.095
H -0.670 -0.584 -1.651
C -1.719 1.458 -1.907
C 0.686 3.423 -0.307
C -0.417 1.116 -2.638
H 2.521 4.893 1.764
C 1.239 4.586 0.098
C -1.206 -2.314 0.746
H -3.650 1.270 -0.120
H -2.435 0.659 -2.117
H -2.646 1.500 1.304
H 2.223 2.737 3.536
Tc 0.760 0.241 0.189
C -3.481 -2.523 1.400
N 1.973 4.259 1.206
C -2.229 -3.097 1.247
H -4.304 -3.107 1.790
H 2.077 -0.550 -2.539
N 0.143 -0.018 -1.899
C 1.855 2.939 1.454
H 0.638 -2.880 1.655
N 1.042 2.386 0.553
C -0.121 -0.265 3.216
N -1.546 1.503 -0.446
H -0.638 0.856 -3.678
H -1.347 2.445 -0.143
H -4.628 -0.713 1.199
C 0.215 -2.825 0.651
N 1.051 -1.915 -0.160
```

Values from the calculation:
charge: +1
2S+1: 2
E: -32722.7688 eV
relative energy (zero: lowest compared OMol25 entry of this formula, charge and spin): 0.0 kJ/mol
F_max: 0.8 eV Å⁻¹

Results of the Mulliken charge analysis, in e, for atoms 1 through 8: atom 1 (H): 0.40, atom 2 (C): -0.73, atom 3 (H): 0.20, atom 4 (H): 0.42, atom 5 (N): 0.68, atom 6 (H): 0.37, atom 7 (C): -0.83, atom 8 (H): 0.41